# 1
DFT (ωB97M-V/def2-TZVPD) results for the molecule C4H7NO2S.

As for the multiplicity: 1. Its frontier orbital gap is 10.950 eV. The energy above the lowest of the compared OMol25 structures with the same formula, charge and spin is 246.0 kJ/mol.

Last column: Löwdin charge in e.
Geometry (Å):
C (-0.187, -0.973, 0.030)  -0.2665
C (-0.185, -2.280, 0.074)  0.0422
C (-1.231, 0.071, -0.089)  -0.1812
C (-0.562, 1.438, 0.118)  -0.2671
N (0.674, 1.392, -0.638)  -0.1428
O (1.909, 0.342, 1.365)  -0.3098
O (2.482, -0.419, -0.906)  -0.3031
S (1.502, 0.066, 0.014)  0.6815
H (0.742, -2.824, 0.124)  0.0714
H (-1.095, -2.861, 0.064)  0.0750
H (-1.654, 0.033, -1.098)  0.1273
H (-2.039, -0.078, 0.630)  0.1253
H (-1.195, 2.245, -0.256)  0.1225
H (-0.366, 1.598, 1.188)  0.1145
H (1.205, 2.249, -0.621)  0.1108

# 2
DFT (ωB97M-V/def2-TZVPD) results for a cluster of 2 separate species, C4H7NO2S in total.

As for the multiplicity: 1. Its frontier orbital gap (spin up / spin down) is 7.633 / 7.683 eV. The energy above the lowest of the compared OMol25 structures with the same formula, charge and spin is 606.4 kJ/mol.

Last column: Löwdin charge in e.
Geometry (Å):
C (-0.048, -0.264, 1.076)  -0.1095
C (1.237, 1.173, -0.415)  -0.0983
C (-1.052, 0.726, -0.996)  -0.0487
C (0.153, 0.116, -0.317)  -0.4741
N (-0.316, -0.224, 2.222)  -0.1249
O (-0.405, -0.319, 3.412)  0.0124
O (-0.323, -4.360, -0.054)  -0.6445
S (-0.538, -2.980, 0.492)  0.8280
H (0.995, 2.059, 0.195)  0.0953
H (2.236, 0.782, 0.046)  0.1218
H (1.307, 1.457, -1.445)  0.0666
H (-1.759, 0.960, -0.261)  0.0628
H (-0.599, 1.704, -1.384)  0.1017
H (-1.425, -0.016, -1.705)  0.0890
H (0.536, -0.814, -0.865)  0.1225

# 3
DFT (ωB97M-V/def2-TZVPD) results for the molecule C4H7NO3.

As for the multiplicity: 1. Its frontier orbital gap is 10.349 eV. The energy above the lowest of the compared OMol25 structures with the same formula, charge and spin is 455.2 kJ/mol.

Last column: Löwdin charge in e.
Geometry (Å):
C (-1.998, -0.476, -0.001)  -0.6102
C (-1.150, 0.681, -0.430)  -0.1001
C (-0.077, 1.231, 0.487)  -0.2031
C (2.492, -1.139, -0.185)  0.0048
H (-0.417, -1.486, 0.459)  0.1383
H (-0.800, 0.551, -1.559)  0.1892
H (-1.803, 1.409, -0.503)  0.0566
H (-0.296, 1.468, 1.627)  0.1633
H (0.119, 2.315, 0.233)  0.1289
H (3.218, -0.329, -0.302)  0.0755
H (2.817, -2.296, -0.351)  0.1365
N (1.263, -0.714, -0.113)  -0.0176
O (-1.461, -1.470, 0.682)  0.0775
O (-3.146, -0.479, -0.253)  0.1292
O (1.239, 0.735, 0.209)  -0.1689

# 4
DFT (ωB97M-V/def2-TZVPD) results for a cluster of 2 separate species, C4H7NO3 in total.

As for the multiplicity: 1. Its frontier orbital gap is 7.494 eV. The energy above the lowest of the compared OMol25 structures with the same formula, charge and spin is 895.2 kJ/mol.

Last column: Löwdin charge in e.
Geometry (Å):
C (0.962, 0.233, 0.580)  0.0180
C (-1.277, 0.252, -0.220)  -0.6107
C (-2.219, 1.288, 0.546)  0.0227
C (2.439, -1.080, -0.681)  -0.0444
N (-1.704, -0.948, 0.091)  0.0382
O (-1.432, -1.744, 0.957)  0.0980
O (-0.669, 0.608, -1.215)  0.0217
O (1.388, -0.903, 0.259)  -0.1276
H (1.267, 1.207, 0.214)  0.0499
H (-2.271, 0.869, 1.514)  0.0453
H (-1.628, 2.259, 0.600)  0.1134
H (-3.241, 1.193, 0.092)  0.0989
H (2.367, -1.944, -1.147)  0.0305
H (3.513, -1.147, -0.263)  0.1226
H (2.503, -0.143, -1.328)  0.1237

# 5
DFT (ωB97M-V/def2-TZVPD) results for the molecule C4H7NO3.

As for the multiplicity: 1. Its frontier orbital gap is 10.539 eV. The energy above the lowest of the compared OMol25 structures with the same formula, charge and spin is 397.1 kJ/mol.

Last column: Löwdin charge in e.
Geometry (Å):
C (1.316, 0.494, 0.092)  -0.5596
C (-0.673, -0.410, 0.604)  -0.1611
C (-1.588, 0.158, -0.415)  -0.1754
C (-2.827, -0.139, -0.436)  0.0064
H (3.139, -1.426, 0.113)  0.1342
H (3.124, 1.248, -0.107)  0.1402
H (-1.205, -1.382, 0.907)  0.1514
H (-0.661, 0.327, 1.414)  0.1344
H (-1.154, 1.069, -0.841)  0.1097
H (-3.633, 0.492, -0.922)  0.0954
H (-3.190, -0.988, -0.074)  0.0101
N (2.660, 0.388, -0.011)  0.0109
O (3.235, -0.716, -0.576)  0.0013
O (0.766, 1.586, 0.085)  0.0678
O (0.690, -0.700, 0.168)  0.0343

# 6
DFT (ωB97M-V/def2-TZVPD) results for a structure of composition C4H7NO3.

As for the multiplicity: 1. Its frontier orbital gap is 8.983 eV. The energy above the lowest of the compared OMol25 structures with the same formula, charge and spin is 473.6 kJ/mol.

Last column: Löwdin charge in e.
Geometry (Å):
C (-1.505, 1.183, 1.281)  -0.0717
C (1.543, -0.138, -0.664)  -0.6605
C (-0.399, -0.479, -0.514)  -0.2117
C (-0.804, 0.404, 0.282)  0.0120
N (-0.573, -1.728, -1.017)  0.0972
O (2.053, -1.146, 0.113)  0.0901
O (1.347, 1.110, 0.163)  -0.0370
O (2.038, 0.026, -1.767)  0.0886
H (1.469, -1.296, 0.879)  0.1210
H (1.594, 1.850, -0.411)  0.1034
H (-0.089, -1.849, -1.900)  0.1041
H (-1.523, -2.060, -1.100)  0.0984
H (-1.797, 2.169, 0.912)  0.0822
H (-0.931, 1.306, 2.200)  0.0875
H (-2.425, 0.648, 1.544)  0.0962

# 7
DFT (ωB97M-V/def2-TZVPD) results for the molecule C4H7NO3.

As for the multiplicity: 1. Its frontier orbital gap is 10.980 eV. The energy above the lowest of the compared OMol25 structures with the same formula, charge and spin is 575.7 kJ/mol.

Last column: Löwdin charge in e.
Geometry (Å):
C (-1.215, 0.848, 0.509)  -0.1786
C (0.243, 1.134, 0.380)  -0.1386
C (-1.056, -0.420, -0.269)  -0.0903
C (0.482, -0.156, -0.339)  -0.2936
N (1.206, -1.219, 0.446)  -0.3193
O (0.754, -1.352, 1.570)  0.0915
O (2.037, -1.925, -0.118)  0.0908
O (1.142, -0.041, -1.758)  -0.0415
H (-1.704, 0.811, 1.571)  0.1443
H (-1.961, 1.622, -0.031)  0.1501
H (0.578, 2.083, -0.111)  0.1412
H (0.910, 1.393, 1.220)  0.1309
H (-1.293, -1.294, 0.232)  0.0937
H (-1.486, -0.508, -1.222)  0.1086
H (1.364, -0.976, -2.081)  0.1106

# 8
DFT (ωB97M-V/def2-TZVPD) results for the molecule C4H7NO3.

As for the multiplicity: 1. Its frontier orbital gap is 10.616 eV. The energy above the lowest of the compared OMol25 structures with the same formula, charge and spin is 172.9 kJ/mol.

Last column: Löwdin charge in e.
Geometry (Å):
O (-1.234, -0.095, -2.168)  0.0141
C (-1.450, -1.035, -1.427)  -0.3042
N (-0.907, -0.995, -0.156)  0.0661
C (-0.204, 0.204, 0.214)  -0.2769
C (1.248, 0.310, -0.337)  -0.1972
O (1.896, 1.452, 0.201)  -0.0611
C (-0.083, 0.265, 1.746)  -0.1791
O (-0.607, -0.577, 2.437)  0.0521
H (-1.919, -1.980, -1.681)  0.1283
H (-0.953, -1.696, 0.562)  0.1269
H (-0.783, 1.110, -0.038)  0.1632
H (1.221, 0.344, -1.424)  0.1171
H (1.831, -0.557, -0.058)  0.1275
H (1.406, 2.218, -0.101)  0.0923
H (0.536, 1.033, 2.230)  0.1308